(1)
ORCA calculation (wB97M-V/def2-TZVPD) on C12H11F7N6O3TeV as an isolated structure.

The geometry in XYZ format:
```
41
Properties=species:S:1:pos:R:3:mulliken_charge:R:1
H -0.58645 0.56436 3.08218 0.4605
O -0.24787 -0.46660 -0.16096 -0.7415
H -3.85571 3.23588 3.75797 0.4912
F 1.78140 0.47745 -1.46510 -0.5903
N 1.77188 -3.98614 -0.16862 -0.5810
C -1.26706 1.65145 1.33691 0.0940
C -1.28766 1.28005 2.67281 -0.3435
H -1.66246 3.33527 -4.38466 0.3982
F 0.12340 -0.76470 -2.87495 -0.4852
F -2.24959 1.49939 4.80643 -0.3293
V 0.14354 1.10492 -0.09314 0.3947
H 4.32570 -5.49973 1.19014 0.1768
C -3.14232 2.79220 3.07939 -0.7948
Te 1.57051 -1.41389 -1.73473 1.9001
C 2.74660 -4.32971 0.65318 0.7044
C -2.87419 3.83836 -2.66610 -0.2235
N -1.12287 2.29065 -1.25268 0.1640
O 0.96210 -4.21505 -2.16397 -0.6481
C -3.04431 3.67013 -1.30491 -0.8356
O 1.96822 -5.93026 -1.33158 -0.7413
H 3.79910 -3.64235 2.24431 0.1854
N 2.97432 -3.47951 1.68807 -0.2354
C -1.81605 3.22707 -3.32162 -0.9396
N 1.57891 -4.76882 -1.26774 1.1972
F 2.42489 -1.56356 -3.40090 -0.4099
H 2.02018 -2.02462 2.62068 0.2347
C -0.95825 2.45749 -2.56869 -0.0124
C -2.14264 2.88264 -0.59021 1.3204
C -2.20128 2.57513 0.85282 -0.2442
C -3.10672 3.14374 1.74983 0.3352
N 2.39656 -2.21296 1.70470 -0.3864
F -3.99619 4.07386 1.34253 -0.3244
H -0.12299 1.92587 -3.00785 0.4338
H -3.87046 4.13902 -0.79972 0.4911
F 1.46313 2.20109 0.61962 -0.6402
N 3.49496 -5.43884 0.62920 -0.3520
F 3.41668 -1.33329 -1.06138 -0.5280
H 3.06129 -1.50522 1.42440 0.2314
C -2.22382 1.85148 3.50851 0.5029
H -3.57760 4.44686 -3.21963 0.4293
H 3.33311 -6.08910 -0.12453 0.2411
```

Output
Spin multiplicity: 2
E_HOMO (spin up / spin down) (eV): -8.96 / -8.97
<S²>: 0.7631
Lowest unoccupied orbital energy (spin up / spin down) (eV): -0.5286 / -0.4621
Energy (eV): -79708.5465
Maximum force (eV/A): 1.3
Energy relative to the best compared isomer or geometry (same formula, charge and spin) (kcal/mol): 0.00
Molecular weight (g/mol): 598.79

(2)
ORCA calculation (wB97M-V/def2-TZVPD) on one molecule with the formula C8H12.

The geometry in XYZ format:
```
20
Properties=species:S:1:pos:R:3:mulliken_charge:R:1
C 2.00452 -0.75817 0.74087 -1.3131
H -1.05443 -1.78008 -0.96744 0.3543
C -0.44356 0.02327 0.01558 1.0348
C -1.39518 1.14253 0.32063 -0.0955
C 1.08753 0.20201 0.07708 0.7977
H -0.35864 -2.08384 0.57298 0.4050
H 0.62596 2.43578 -0.56112 0.0803
H -3.20424 0.12296 0.44803 0.2915
H 0.81552 -0.26088 -2.09266 0.3942
H 2.70301 -0.21289 1.31119 0.3890
H 2.27518 1.79682 -1.08077 0.2634
H 2.54269 -1.24522 -0.06238 0.2907
H -0.88391 2.12844 0.26284 0.1354
C 0.64276 0.40598 -1.36215 -0.7555
C -0.92542 -1.42316 0.02188 -1.4712
C 1.25844 1.53455 -0.69179 -0.6754
H -3.30225 1.89456 0.68028 0.2478
H 1.36449 -1.39353 1.38349 0.3170
H -1.88273 -1.43315 0.45139 0.3659
C -2.69842 1.02019 0.46472 -1.0562
```

Output
E_HOMO (eV): -8.18
Lowest unoccupied orbital energy (eV): 1.0523
Energy (eV): -8486.4586
SMILES: C=C[C@@]1(C)[C@H]2C[C@]21C
Maximum force (eV/A): 6.0
Energy relative to the best compared isomer or geometry (same formula, charge and spin) (kcal/mol): 72.04
Molecular weight (g/mol): 108.18

(3)
ORCA calculation (wB97M-V/def2-TZVPD) on a 2-piece molecular cluster, C4H13P3 overall.

The geometry in XYZ format:
```
20
Properties=species:S:1:pos:R:3:mulliken_charge:R:1
H 0.18650 -4.12086 3.68131 0.0676
P -0.47439 0.12142 2.30820 -0.1208
C -0.51109 0.67378 -2.05991 0.2248
P -0.29830 -1.98003 1.98343 -0.0058
C -1.92481 1.01712 -2.25623 -1.2083
H -1.95345 2.00911 -2.37949 0.3893
H -0.23846 -0.37682 -1.87855 0.2769
H -1.61552 -2.15617 2.20643 0.0511
P 0.07479 -2.78257 3.94575 -0.1812
H -2.36716 0.42412 -3.05521 0.3095
H -0.29448 -0.06061 3.72986 0.0784
H 2.37091 0.28081 -2.00233 0.3072
H 1.51437 -2.59730 3.74944 0.0714
H -2.61713 0.68368 -1.45724 0.2655
H 0.32674 2.52239 -2.15386 0.2169
H 0.87292 0.40908 1.87580 0.0429
C 1.94757 1.24000 -1.63929 -1.0320
H 1.93983 1.27286 -0.51163 0.1568
H 2.54009 1.95375 -2.10341 0.3575
C 0.52105 1.46623 -1.98308 -0.2677
```

Output
E_HOMO (eV): -8.73
Lowest unoccupied orbital energy (eV): 0.8216
Energy (eV): -32222.5245
SMILES: P[PH]#[PH2].C/C=C/C
Maximum force (eV/A): 4.0
Energy relative to the best compared isomer or geometry (same formula, charge and spin) (kcal/mol): 45.79
Molecular weight (g/mol): 154.07

(4)
ORCA calculation (wB97M-V/def2-TZVPD) on a 2-piece molecular cluster, C3H10NO2 overall.

The geometry in XYZ format:
```
16
Properties=species:S:1:pos:R:3:mulliken_charge:R:1
H 2.37473 -0.73517 -2.17015 0.3204
H -1.89329 -0.49576 0.69508 0.3897
O 1.09786 -0.55202 2.00007 -0.4120
C -0.11546 -0.71315 2.05920 0.0301
H 0.62994 0.15646 -0.61741 0.3906
H -0.62257 -0.72749 3.06540 0.3431
H -1.25913 0.80223 -1.74271 0.3704
N -0.15719 0.51293 -0.02043 -0.1559
C -0.88526 -0.66597 0.59433 -0.4613
C -0.94050 1.44425 -0.88677 -0.7983
H -0.25152 2.25358 -1.19904 0.3389
H 0.28861 0.90604 0.91124 0.4046
O 1.79830 -1.03306 -1.43345 -0.6979
H -1.91834 1.85101 -0.49076 0.3180
H -0.55713 -1.53407 0.05637 0.2819
H 2.41097 -1.46982 -0.82097 0.3378
```

Output
E_HOMO (eV): -14.96
Lowest unoccupied orbital energy (eV): -3.9712
Energy (eV): -8850.4329
Net charge: +1
Maximum force (eV/A): 4.3
Energy relative to the best compared isomer or geometry (same formula, charge and spin) (kcal/mol): 43.99
Molecular weight (g/mol): 92.12

(5)
ORCA calculation (wB97M-V/def2-TZVPD) on C39H46CrN9O5S3Si as an isolated structure.

The geometry in XYZ format:
```
104
Properties=species:S:1:pos:R:3:mulliken_charge:R:1
H 2.26659 -4.82558 3.73337 0.2701
C 2.72126 1.65630 -2.71005 -0.6597
C 1.67678 -0.22680 -4.45871 -0.0185
C 1.97233 -1.17315 2.45921 0.1295
H -7.02172 -0.67690 1.30751 0.3293
H 3.21355 -4.90571 0.54999 0.4391
C -0.31602 2.23956 5.09109 -0.5457
C 2.03209 -3.62098 -0.70675 0.3016
C 0.74379 -5.46822 2.60643 0.5088
H 0.20301 -2.55115 -5.33821 0.2984
H 0.52075 -7.38323 2.20135 0.2807
Si 0.49841 -1.79306 -2.28969 -2.0621
H 1.48359 6.75998 -4.60566 0.3489
C 2.39321 0.85744 -4.95691 -0.7776
H 1.38235 -0.04536 4.14686 0.4039
C 3.54011 6.29453 -2.14886 -0.3953
H -2.62538 -3.72425 -3.15927 0.4700
C -0.87562 1.84748 -0.45433 -0.7323
O 1.53319 -1.01357 1.23239 -0.5448
C 1.73743 -3.19187 -2.00739 0.4538
H 3.12028 2.39457 -2.02252 0.4528
C 2.98151 -4.61321 -0.47020 -0.7487
N 3.12629 6.56291 -3.38944 -0.6510
C -1.86944 3.96196 3.56057 -0.6284
H -1.15953 -4.31161 -2.32911 0.3031
H 1.53561 -3.14239 0.12992 0.2768
H 3.07348 5.84487 -0.09118 0.3443
H 0.25377 1.55992 5.71576 0.4876
C -0.69398 5.98495 4.51044 -1.4337
C 0.86966 6.31887 -2.58943 -0.1709
H -0.19255 6.34541 -2.80803 0.3568
H 1.88178 0.44897 -1.14439 0.0590
H -1.64357 6.52691 4.48709 0.3653
C -0.91546 4.49114 4.43303 1.1331
H -0.15241 6.26249 5.41890 0.3778
H 1.31873 -7.06285 3.66269 0.2567
H 2.26143 -3.46269 -4.08676 0.3840
C -1.73601 -3.40944 -2.58885 -1.5079
C 2.91054 1.80699 -4.08221 -0.5873
H -1.51653 1.25719 -1.08591 0.1150
N -0.12805 -5.15456 1.73161 -0.7356
C 1.46504 -0.39111 -3.08165 0.8544
C 0.96922 -0.86529 3.55396 -0.4776
H 4.38918 -5.98116 -1.35204 0.3567
H -1.17557 -0.50803 -4.43367 0.2842
C -0.41559 -3.88933 1.49905 0.6511
C -0.89104 -2.43610 -3.42549 2.5090
C -0.14835 3.61481 5.19394 -0.9111
C 2.43988 -3.79280 -3.06385 -0.4837
H 0.91983 -1.72969 4.21528 0.4596
C -6.81246 -1.42149 0.53694 -1.1091
H -0.11251 6.32188 3.64627 0.2462
H -3.72079 -1.32275 2.64019 0.3574
H 1.27936 -0.95537 -5.16255 -0.0136
N 1.10949 -6.75483 2.72859 -0.4892
H -1.35033 3.64427 -1.46258 0.3548
H 1.68141 3.77175 1.67233 0.4738
C 3.37783 -4.79522 -2.83515 -0.8307
N -0.19260 1.17001 0.55405 2.0650
C 0.11869 3.98334 0.14082 0.0566
C 1.30954 6.06618 -1.30097 0.3326
C 2.68268 6.04179 -1.08358 -0.2297
H 3.90423 -5.24671 -3.67022 0.3948
H -2.06994 -2.94376 -1.65554 -0.0033
S -1.41841 -0.01311 3.99572 1.1065
C 1.80845 6.55729 -3.58904 -0.3561
C 2.01396 0.56653 -2.21730 -0.1799
H -2.60176 -1.57677 -4.46604 0.5249
C -1.25337 1.73389 4.19908 -0.2126
N -0.35532 -0.54593 2.95447 0.4668
S -2.88481 -0.93423 -0.02576 -0.1017
H -6.97096 -2.41620 0.96047 0.3241
N 1.33383 -4.59478 3.43179 -0.4739
C -1.75366 -1.23536 -3.84864 -1.6363
H 1.36259 1.38895 1.95867 -0.1249
S 0.15163 5.72884 0.03418 -0.2184
N -5.47476 -1.27141 0.00155 -0.1480
H -1.28233 -3.51352 -5.27769 0.5062
C 0.93778 3.25892 1.06831 -0.6638
H -5.33441 -1.06368 -0.96965 0.2426
C -0.41308 -3.18199 -4.68540 -2.0320
H 4.61767 6.29112 -1.99727 0.3547
H -2.47214 4.63912 2.95728 0.2712
H -5.40591 -1.57995 2.44858 0.2694
H 3.45294 2.66167 -4.46587 0.4024
H 2.54742 0.96209 -6.02745 0.4266
H -2.15594 -0.71553 -2.97276 0.1185
H -2.76539 2.17717 2.74068 0.3799
H -7.52629 -1.27916 -0.26829 0.3488
C -0.76411 3.18669 -0.67195 -0.8919
O 3.09181 -1.55555 2.77239 -0.7612
O -2.74878 -0.17295 3.43792 -0.9250
C 3.64930 -5.20890 -1.53425 -0.6991
C -2.03389 2.59312 3.42661 -0.2758
Cr -0.40056 -0.84824 0.93191 -0.6909
H 0.58802 4.01302 5.88655 0.3254
O -0.19003 -1.28595 -0.92369 2.2484
H 1.21278 -3.61583 3.19415 0.0253
O -1.18377 -0.58078 5.30245 -0.8226
N -0.62257 -2.78802 1.33598 0.2164
C 0.75295 1.92576 1.24358 -0.4541
N -4.48886 -1.60637 2.03071 -0.3584
H 0.17148 -4.07333 -4.42610 0.3783
C -4.35388 -1.27287 0.74565 0.2953
```

Output
Spin multiplicity: 5
E_HOMO (spin up / spin down) (eV): -2.04 / -5.91
<S²>: 6.0320
Lowest unoccupied orbital energy (spin up / spin down) (eV): 2.0006 / 1.9977
Energy (eV): -133650.2378
Net charge: -1
Maximum force (eV/A): 3.0
Energy relative to the best compared isomer or geometry (same formula, charge and spin) (kcal/mol): 24.14
Molecular weight (g/mol): 897.14